# 1
Below is an isolated molecule of C25H24N2O5, with properties calculated with the ωB97M-V functional and the def2-TZVPD basis.

Structure (XYZ):
```
56
C25H24N2O5 | the Open Molecules 2025 dataset | the ωB97M-V functional and the def2-TZVPD basis
C 7.053 1.086 0.884
H 7.110 1.777 0.038
H 8.057 0.759 1.152
H 6.599 1.594 1.741
O 6.355 -0.089 0.548
C 5.072 0.022 0.083
C 4.387 1.227 0.043
C 3.070 1.294 -0.396
C 2.433 0.139 -0.823
C 3.103 -1.074 -0.803
C 4.437 -1.153 -0.364
O 5.002 -2.396 -0.394
C 6.397 -2.542 -0.560
H 6.937 -2.347 0.368
H 6.776 -1.885 -1.345
H 6.541 -3.581 -0.856
O 2.430 -2.168 -1.289
C 2.237 -3.240 -0.386
H 1.677 -3.991 -0.940
H 1.652 -2.912 0.480
H 3.185 -3.662 -0.046
H 1.426 0.153 -1.205
C 2.412 2.626 -0.439
O 2.997 3.636 -0.779
N 1.085 2.670 -0.122
C 0.305 1.710 0.539
C 0.842 0.987 1.598
C 0.071 0.042 2.249
C -1.236 -0.161 1.863
C -1.799 0.580 0.819
C -1.024 1.527 0.134
C -1.539 2.336 -1.013
H -2.474 1.926 -1.379
H -1.730 3.362 -0.694
H -0.805 2.360 -1.818
C -3.188 0.306 0.492
N -3.958 0.932 -0.343
C -5.170 0.295 -0.283
C -6.365 0.523 -0.953
C -7.433 -0.309 -0.671
C -7.298 -1.345 0.263
C -6.120 -1.590 0.940
C -5.059 -0.753 0.651
O -3.795 -0.734 1.137
H -6.028 -2.391 1.656
H -8.153 -1.976 0.458
C -8.752 -0.120 -1.359
H -8.715 0.719 -2.048
H -9.021 -1.016 -1.916
H -9.538 0.064 -0.628
H -6.445 1.327 -1.667
H -1.844 -0.892 2.372
H 0.490 -0.525 3.066
H 1.860 1.171 1.906
H 0.636 3.555 -0.324
H 4.855 2.144 0.360
```

Results
Structure (SMILES) = COc1cc(C(=O)Nc2cccc(-c3nc4cc(C)ccc4o3)c2C)cc(OC)c1OC
HOMO = -8.160 eV
F_max = 0.027 hartree/bohr
Calculated total energy = -39531.791 eV
ΔE to the lowest compared entry with this formula, charge and spin = 2.705 eV
Orbital gap = 8.34 eV

# 2
Below is a 2-piece molecular cluster, C3H6P2 overall, with properties calculated with the ωB97M-V functional and the def2-TZVPD basis.

Structure (XYZ):
```
11
C3H6P2 | the Open Molecules 2025 dataset | the ωB97M-V functional and the def2-TZVPD basis
C -1.021 0.289 1.776
C -1.803 0.431 2.672
C 0.144 0.137 0.959
P 0.938 -0.419 -3.070
P -0.699 0.074 -1.900
H 2.164 0.149 -3.462
H -2.672 0.558 3.265
H 0.199 -0.743 0.530
H 0.234 0.942 0.205
H 1.160 0.174 1.444
H 1.356 -1.591 -2.420
```

Results
Structure (SMILES) = P#[PH2].C#CC
HOMO (alpha / beta) = -7.964 / -7.963 eV
F_max = 0.100 hartree/bohr
Calculated total energy = -21780.329 eV
ΔE to the lowest compared entry with this formula, charge and spin = 4.108 eV
Orbital gap (alpha / beta) = 6.69 / 6.69 eV

# 3
Below is an isolated molecule of C2H10N4O, with properties calculated with the ωB97M-V functional and the def2-TZVPD basis.

Structure (XYZ):
```
17
C2H10N4O | the Open Molecules 2025 dataset | the ωB97M-V functional and the def2-TZVPD basis
C 2.247 0.066 0.176
N 1.421 0.180 -1.012
N -0.768 -1.295 -0.477
H 1.173 -0.749 -1.359
H -0.399 -1.857 0.281
H -1.697 -1.620 -0.709
H 2.490 1.072 0.517
H 1.772 -0.483 0.997
H 3.164 -0.440 -0.121
C -0.812 0.093 -0.081
N -2.083 0.660 -0.470
N -0.607 0.203 1.350
O 0.197 0.834 -0.761
H -2.202 0.551 -1.471
H -0.348 1.153 1.590
H -1.473 -0.024 1.828
H -2.075 1.656 -0.279
```

Results
Structure (SMILES) = CNOC(N)(N)N
HOMO = -8.864 eV
F_max = 0.009 hartree/bohr
Calculated total energy = -10242.800 eV
ΔE to the lowest compared entry with this formula, charge and spin = 2.327 eV
Orbital gap = 9.83 eV

# 4
Below is an isolated molecule of C4H7N3O, with properties calculated with the ωB97M-V functional and the def2-TZVPD basis.

Structure (XYZ):
```
15
C4H7N3O | the Open Molecules 2025 dataset | the ωB97M-V functional and the def2-TZVPD basis
C -2.456 -0.021 -0.248
C -0.233 0.705 -0.005
C 1.048 1.367 0.248
C 2.027 0.448 -0.043
H -1.928 -0.854 -0.781
H -3.189 -0.408 0.503
H -3.234 0.537 -0.817
H 1.144 2.500 0.456
H 3.077 0.691 0.211
H 1.780 -1.739 0.126
H -0.334 -0.688 1.319
N -1.451 0.983 0.105
N 1.530 -0.780 -0.481
N 0.238 -0.664 -0.467
O -0.232 -1.477 0.646
```

Results
Structure (SMILES) = C/N=c1/cc[nH]n1O
HOMO = -8.251 eV
F_max = 0.130 hartree/bohr
Calculated total energy = -10774.010 eV
ΔE to the lowest compared entry with this formula, charge and spin = 5.737 eV
Orbital gap = 8.80 eV